1.
# C5H8INS

C5H8INS as an isolated structure in a non-equilibrium geometry (ωB97M-V with the def2-TZVPD basis set, the OMol25 dataset).

**Net charge**: 0
**E**: -945.83816 Ha
**E_LUMO (spin up / spin down)**: -1.3 / -2.6 eV
**Energy above the lowest of the compared OMol25 structures with the same formula, charge and spin**: 1.713 eV

Each line ends with the natural charge from an NBO analysis.
Element x y z (Å)
1 C -0.60514 -1.36465 -0.63511  -0.14
2 C -1.83966 -0.97646 -0.84425  -0.46
3 C 0.55641 -0.40972 -0.84843  -0.47
4 C 0.28962 1.00053 -0.43657  -0.06
5 C 0.32570 1.35324 1.05337  -0.62
6 N -0.99853 1.45868 -0.97466  -0.64
7 S -2.30252 0.66698 -1.20755  0.94
8 I -5.04042 -0.15838 0.37030  -0.37
9 H -0.35433 -2.26064 -0.19882  0.22
10 H -2.69799 -1.62424 -0.66599  0.26
11 H 1.32083 -0.79116 -0.28314  0.22
12 H 0.96645 -0.29112 -1.86599  0.23
13 H 1.02308 1.61134 -1.09392  0.22
14 H 1.31594 1.42444 1.28721  0.21
15 H -0.14773 0.59864 1.73761  0.22
16 H 0.02574 2.26956 1.38463  0.23

=====

2.
# C4H9O2

An isolated ion of composition C4H9O2 and charge -1 in a non-equilibrium geometry (ωB97M-V with the def2-TZVPD basis set, the OMol25 dataset).

**Net charge**: -1
**E**: -308.25504 Ha
**E_LUMO**: 4.5 eV
**SMILES**: C[C@H]([O-])CCO
**Energy above the lowest of the compared OMol25 structures with the same formula, charge and spin**: 2.445 eV

Each line ends with the natural charge from an NBO analysis.
Element x y z (Å)
1 C -1.81275 0.84107 -0.79545  -0.65
2 C -0.60665 -0.13640 -0.35617  0.15
3 O -1.11388 -1.15999 0.37464  -0.93
4 C 0.59430 0.65020 0.27847  -0.49
5 C 1.71359 -0.49030 0.68731  -0.04
6 O 1.22806 -1.81191 0.70147  -0.81
7 H -1.36347 1.73579 -1.31371  0.16
8 H -2.21604 1.19497 0.16532  0.19
9 H -2.53736 0.28876 -1.38936  0.20
10 H -0.20166 -0.67839 -1.32231  0.08
11 H 0.23711 1.09315 1.20314  0.19
12 H 1.08885 1.26840 -0.44711  0.19
13 H 2.65990 -0.52875 -0.04431  0.12
14 H 2.07934 -0.44750 1.74559  0.14
15 H 0.25066 -1.81909 0.51248  0.50

=====

3.
# C35H57ClF5NO22PS

A 6-piece molecular cluster, C35H57ClF5NO22PS overall in a non-equilibrium geometry (ωB97M-V with the def2-TZVPD basis set, the OMol25 dataset).

**Net charge**: -1
**E**: -4776.97190 Ha
**E_LUMO**: 1.9 eV

Each line ends with the Mulliken charge.
Element x y z (Å)
1 C 8.58317 -0.04824 1.80080  -1.27
2 C 7.20777 0.52621 1.50240  -0.06
3 O 6.58594 -0.27070 0.52424  -0.36
4 C 5.16447 -0.15807 0.45997  -0.11
5 C 4.72277 0.45005 -0.86526  -0.79
6 C 3.34894 -0.04372 -1.31342  -0.65
7 C 2.22740 0.44020 -0.36996  0.66
8 C 0.89438 -0.21061 -0.72269  -2.13
9 P -0.41302 -0.33902 0.63829  0.85
10 S -2.20865 -0.78193 2.08437  -0.27
11 Cl -1.48270 -1.76204 -0.67670  -0.31
12 C 0.63054 -1.58171 1.60683  -1.49
13 C 0.74225 -3.04673 1.17750  -0.19
14 C -0.28197 -4.01871 1.77650  -1.05
15 O -1.17372 -4.56872 0.82251  -0.27
16 C -2.53915 -4.38657 1.10332  -0.67
17 O -1.40471 0.86309 -0.09445  -0.39
18 C -1.51896 2.08503 0.56825  -0.20
19 C -2.93852 2.44605 1.01600  0.67
20 C -3.86656 2.33173 -0.16948  0.17
21 C -4.38844 0.95796 -0.47856  -0.75
22 N -4.19973 3.31911 -0.90602  -0.99
23 C -0.36488 2.16608 1.63314  1.97
24 C -0.84716 2.40068 3.07391  -2.52
25 O -1.04357 3.78034 3.43994  0.11
26 O -0.44707 4.02245 4.71644  -0.49
27 C 0.61595 3.23149 1.13321  -1.48
28 C 1.87291 3.49603 1.98533  0.02
29 C 3.10727 3.68850 1.08049  -1.30
30 O 1.71021 4.68088 2.77379  -0.61
31 O 0.21633 0.89284 1.68824  -0.41
32 H 8.47963 -0.92998 2.43326  0.30
33 H 9.05543 -0.37774 0.87824  0.31
34 H 9.19899 0.68639 2.31402  0.38
35 H 6.62762 0.55440 2.42801  0.30
36 H 7.31558 1.55249 1.12913  0.25
37 H 4.81482 0.46537 1.28717  0.19
38 H 4.73085 -1.14875 0.61096  0.17
39 H 4.69491 1.53814 -0.76474  0.12
40 H 5.47182 0.18976 -1.61432  0.24
41 H 3.34388 -1.13484 -1.28052  0.30
42 H 3.14673 0.29366 -2.32795  0.28
43 H 2.18549 1.52421 -0.46490  -0.15
44 H 2.53843 0.21598 0.64838  0.25
45 H 1.08513 -1.22758 -1.05563  0.75
46 H 0.42019 0.35873 -1.52063  0.64
47 H -1.74112 -0.42820 3.29183  0.01
48 H 1.64438 -1.18486 1.65967  0.44
49 H 0.26296 -1.56331 2.63096  0.94
50 H 0.82128 -3.19142 0.10108  0.11
51 H 1.69675 -3.38768 1.58668  0.61
52 H -0.80788 -3.53587 2.60168  0.46
53 H 0.25955 -4.86839 2.21141  0.38
54 H -2.75914 -4.43795 2.17300  0.33
55 H -3.11919 -5.16810 0.61437  0.24
56 H -2.89280 -3.42047 0.73982  0.13
57 H -1.28865 2.83429 -0.20090  0.14
58 H -2.89587 3.48383 1.35318  -0.67
59 H -3.28398 1.81589 1.83292  0.39
60 H -5.37498 1.02548 -0.92900  0.47
61 H -3.72150 0.41192 -1.14015  -0.19
62 H -4.45617 0.37766 0.44074  0.31
63 H -3.74750 4.17148 -0.58081  0.36
64 H -0.07343 1.98468 3.71620  0.97
65 H -1.78323 1.87368 3.25044  0.27
66 H -0.93953 3.43360 5.30443  0.33
67 H 0.05693 4.16889 1.06440  0.59
68 H 0.87696 2.94269 0.11826  0.84
69 H 2.04311 2.67491 2.67520  0.40
70 H 3.72689 4.47546 1.50705  0.54
71 H 3.71818 2.79102 1.01305  -0.13
72 H 2.80196 3.99923 0.08166  0.34
73 H 1.58928 5.39982 2.15640  0.43
74 C 2.08603 -6.06703 -1.87912  -0.51
75 C 1.90208 -6.75304 -0.54255  0.47
76 O 2.92128 -6.16239 0.24426  -0.36
77 C 3.16237 -4.91779 -0.26447  0.72
78 O 3.74780 -4.06061 0.30155  -0.47
79 O 2.60650 -4.79644 -1.49064  -0.21
80 F 2.11861 -8.09431 -0.62061  -0.33
81 H 2.82216 -6.59389 -2.48922  0.30
82 H 1.16189 -5.94504 -2.43655  0.29
83 H 0.93434 -6.57472 -0.06993  0.15
84 C -7.75558 -3.54601 1.85833  -0.41
85 C -7.01587 -3.86077 0.57649  0.28
86 O -5.80536 -4.41504 1.05629  -0.21
87 C -6.05048 -4.97095 2.27512  0.65
88 O -5.33552 -5.72270 2.83980  -0.49
89 O -7.25471 -4.55045 2.74462  -0.35
90 F -6.75148 -2.75288 -0.14676  -0.23
91 H -7.48326 -2.55711 2.22890  0.29
92 H -8.83569 -3.62243 1.76839  0.28
93 H -7.51218 -4.59031 -0.06712  0.19
94 C 5.55258 -0.49124 -6.51494  -0.48
95 C 5.88979 0.31950 -5.28183  0.32
96 O 4.83594 -0.00891 -4.40519  -0.22
97 C 4.37640 -1.25338 -4.73670  0.57
98 O 3.67573 -1.92208 -4.06775  -0.39
99 O 4.86728 -1.61192 -5.95701  -0.37
100 F 5.87631 1.65433 -5.52630  -0.29
101 H 4.87860 0.06318 -7.16996  0.28
102 H 6.42471 -0.81669 -7.07543  0.27
103 H 6.84032 0.06013 -4.81193  0.30
104 C -3.27014 6.16346 3.11697  -0.09
105 C -3.25051 6.75305 1.72962  0.29
106 O -4.33661 7.66042 1.76137  -0.34
107 C -4.50929 8.05080 3.05941  0.57
108 O -5.16598 8.97525 3.39899  -0.52
109 O -3.81264 7.24481 3.89151  -0.35
110 F -3.46977 5.78265 0.80920  -0.23
111 H -3.94405 5.30770 3.16031  0.20
112 H -2.28630 5.86880 3.47229  0.13
113 H -2.33960 7.29314 1.46790  0.27
114 C -3.42468 0.07541 -4.88418  -0.41
115 C -4.28208 -0.73996 -5.82609  0.34
116 O -5.18152 -1.37818 -4.94650  -0.33
117 C -5.30291 -0.59255 -3.82822  0.65
118 O -6.14318 -0.72128 -3.00942  -0.49
119 O -4.33371 0.35055 -3.81909  -0.21
120 F -3.56949 -1.67816 -6.50358  -0.30
121 H -2.58445 -0.50861 -4.50493  0.23
122 H -3.06003 1.00181 -5.31927  0.27
123 H -4.84793 -0.14860 -6.54900  0.26

=====

4.
# C40H94N13O18SY

C40H94N13O18SY as an isolated structure in a non-equilibrium geometry (ωB97M-V with the def2-TZVPD basis set, the OMol25 dataset).

**Net charge**: 0
**E**: -4083.42580 Ha
**E_LUMO**: -0.1 eV

Each line ends with the Mulliken charge.
Element x y z (Å)
1 Y 1.58973 2.67600 2.43042  1.58
2 S 3.63690 4.33518 3.58093  1.10
3 O 3.79645 5.16292 4.74347  -0.77
4 O 2.43804 4.68807 2.82062  -0.55
5 O 4.80169 4.15819 2.71884  -0.87
6 O 3.14013 3.04769 4.01769  -0.70
7 C -0.70381 0.40731 0.62975  -0.59
8 O 0.02357 1.50310 1.03425  0.53
9 H -0.16324 -0.39129 0.12169  -0.07
10 H -0.92751 -0.17115 1.52610  -0.08
11 H -1.64714 0.68095 0.15716  0.33
12 C -2.24698 4.09289 1.07113  -0.42
13 C -1.13212 4.93073 1.61744  0.47
14 O -0.15454 4.36103 2.05295  -0.62
15 N -1.22520 6.22738 1.50047  -0.22
16 C -0.17100 7.22254 1.69389  -0.89
17 H -3.25288 4.50724 1.00344  0.52
18 H -2.29109 3.36481 1.88111  -0.22
19 H -2.13091 3.55973 0.12753  0.02
20 H -2.08150 6.58907 1.10545  0.25
21 H 0.24889 7.57795 0.75289  0.29
22 H 0.74089 6.81042 2.12599  0.25
23 H -0.62510 8.05515 2.23115  0.35
24 C 2.87497 4.85090 -1.39137  -1.46
25 C 2.05217 3.74730 -0.83120  0.42
26 O 2.31277 3.40641 0.29010  -0.70
27 N 0.95786 3.15934 -1.40806  1.17
28 C 0.19886 3.82096 -2.40571  -1.60
29 H 2.47217 5.30474 -2.29685  0.43
30 H 3.89766 4.56562 -1.63798  0.31
31 H 3.01466 5.69294 -0.71347  0.31
32 H 0.51972 2.39332 -0.91677  -0.53
33 H 0.55048 4.09664 -3.39992  0.32
34 H -0.31396 4.64526 -1.91007  0.62
35 H -0.61484 3.13605 -2.64419  0.28
36 C -1.97474 1.30963 4.91138  -0.88
37 C -0.77851 2.15421 5.17964  0.71
38 O -0.26848 2.57904 4.22201  -0.70
39 N -0.39621 2.34264 6.40181  -0.18
40 C 0.65836 3.24742 6.66463  -0.97
41 H -2.45320 1.13013 5.87416  0.43
42 H -1.73871 0.41223 4.33949  -0.09
43 H -2.70980 1.88357 4.34712  0.27
44 H -0.93260 1.99544 7.18400  0.26
45 H 1.23972 2.65319 7.36962  0.35
46 H 0.20434 4.12127 7.13192  0.32
47 H 1.22147 3.65705 5.82605  0.24
48 C 3.66208 0.37270 -3.23689  -0.76
49 C 3.97930 -0.46010 -4.47307  0.68
50 O 3.40816 -0.21761 -5.53176  -0.69
51 N 4.88198 -1.35837 -4.21705  -0.16
52 C 5.28954 -2.31723 -5.21076  -1.01
53 H 4.51661 0.64420 -2.61708  0.53
54 H 3.15002 -0.29695 -2.54591  0.03
55 H 3.04058 1.24705 -3.43017  0.21
56 H 4.99185 -1.66068 -3.25964  0.28
57 H 4.80060 -2.17328 -6.17425  0.36
58 H 5.01188 -3.29992 -4.82954  0.30
59 H 6.36825 -2.20232 -5.31703  0.30
60 C -4.46948 -1.00999 2.80402  -0.85
61 C -3.68596 -1.73448 3.84255  0.89
62 O -3.87208 -1.27659 5.00198  -0.73
63 N -3.08509 -2.86917 3.50723  0.20
64 C -2.50371 -3.80160 4.47371  -1.01
65 H -4.70270 -1.76152 2.04975  0.28
66 H -3.83292 -0.22301 2.39960  0.04
67 H -5.39780 -0.62254 3.22380  0.34
68 H -3.17982 -3.04976 2.51803  0.43
69 H -1.76266 -4.36384 3.90553  0.23
70 H -3.22155 -4.52036 4.86892  0.32
71 H -1.91087 -3.25418 5.20649  0.32
72 C 4.58670 -0.56237 1.27335  -0.51
73 C 4.63164 0.91859 1.58955  0.34
74 O 3.57301 1.55430 1.64656  0.13
75 N 5.75701 1.49082 1.89762  0.00
76 C 7.14112 0.98552 1.85476  -1.07
77 H 5.13946 -0.79460 0.36306  0.65
78 H 3.53042 -0.68582 1.03431  -0.79
79 H 4.81307 -1.21657 2.11530  0.37
80 H 5.70343 2.46695 2.15140  0.34
81 H 7.11053 -0.00651 1.40416  0.38
82 H 7.38208 0.91792 2.91564  0.32
83 H 7.78651 1.71944 1.37214  0.29
84 C -3.39330 -5.51564 -0.34974  -1.43
85 C -3.20351 -4.01892 -0.27917  0.67
86 O -3.29686 -3.38580 0.78255  -0.89
87 N -2.89233 -3.50249 -1.45527  0.03
88 C -2.65067 -2.13372 -1.83950  -0.96
89 H -2.95603 -6.15234 -1.11884  0.42
90 H -4.45324 -5.72011 -0.50083  0.36
91 H -3.18749 -6.06931 0.56634  0.32
92 H -3.33552 -3.85818 -2.29024  0.32
93 H -2.72878 -1.33286 -1.10423  0.15
94 H -3.26473 -1.80500 -2.67792  0.27
95 H -1.63288 -1.99122 -2.20269  0.36
96 C -7.25989 -0.71758 -5.86844  -1.00
97 C -6.75413 -0.71363 -4.43269  0.77
98 O -6.49107 0.35080 -3.83758  -0.63
99 N -6.65846 -1.91603 -3.75902  -0.18
100 C -6.31788 -2.07344 -2.39014  -0.72
101 H -6.43223 -0.57127 -6.56247  0.20
102 H -7.84321 0.15501 -6.16243  0.31
103 H -7.72917 -1.69467 -5.98317  0.34
104 H -6.80960 -2.73686 -4.32780  0.19
105 H -6.13391 -3.03726 -1.91547  0.31
106 H -7.13439 -1.66616 -1.79388  0.31
107 H -5.42200 -1.46141 -2.28563  0.15
108 C -3.67267 4.60485 -3.20218  -1.03
109 C -2.39156 5.08804 -4.11542  0.79
110 O -1.56232 5.87189 -3.66965  -0.64
111 N -2.32561 4.53183 -5.32058  -0.04
112 C -1.41960 4.97524 -6.27424  -1.10
113 H -3.88948 5.33361 -2.42115  0.36
114 H -3.23592 3.76951 -2.65488  0.12
115 H -4.53522 4.40263 -3.83717  0.39
116 H -2.82186 3.70370 -5.61729  0.10
117 H -0.72442 4.20053 -6.59776  0.32
118 H -0.77165 5.82652 -6.06548  0.36
119 H -1.87808 5.14287 -7.24881  0.40
120 C 3.18678 0.53996 5.47611  -0.90
121 C 2.27152 0.00323 4.42733  0.18
122 O 1.77239 0.72529 3.52001  0.50
123 N 2.04293 -1.33278 4.43831  -0.08
124 C 0.99987 -1.99509 3.59723  -0.13
125 H 3.44698 -0.09952 6.31958  0.48
126 H 2.66476 1.39306 5.90950  -0.09
127 H 4.10620 0.88436 5.00265  0.13
128 H 2.44953 -1.86334 5.19546  0.29
129 H 0.03504 -2.21194 4.05569  0.23
130 H 1.35506 -2.99028 3.32976  0.27
131 H 0.70732 -1.50709 2.66752  -0.49
132 C 0.17595 -6.21615 1.23990  -0.74
133 C 1.42840 -6.42953 2.14289  0.46
134 O 2.01150 -5.42237 2.46567  -0.71
135 N 1.79441 -7.67027 2.55439  -0.15
136 C 2.93288 -7.89481 3.23122  -0.93
137 H -0.63184 -6.47876 1.92298  0.41
138 H -0.05620 -6.87772 0.40531  0.47
139 H 0.01567 -5.17053 0.97704  0.00
140 H 1.14210 -8.44116 2.53632  0.28
141 H 3.08898 -7.18618 4.04459  0.30
142 H 3.89235 -7.93517 2.71557  0.25
143 H 2.81627 -8.88668 3.66791  0.35
144 C 4.23694 -5.16698 -0.99593  -1.34
145 C 3.48042 -3.78828 -0.94347  0.71
146 O 3.56946 -2.99160 -1.80404  -0.53
147 N 2.55452 -3.66872 0.04784  0.40
148 C 1.49951 -2.67568 0.15596  -0.21
149 H 4.68289 -5.53133 -0.07046  0.37
150 H 5.01934 -5.13003 -1.75395  0.34
151 H 3.44844 -5.82983 -1.35230  0.32
152 H 2.62598 -4.39555 0.74548  -0.03
153 H 1.27754 -2.18829 -0.79339  0.33
154 H 1.85207 -1.83667 0.75586  -0.33
155 H 0.64135 -3.07151 0.69908  -0.02
156 C 0.05758 0.58217 -5.01563  -0.42
157 C -1.29263 0.65301 -4.58741  0.43
158 O -1.52692 0.55091 -3.39732  -0.69
159 N -2.24343 0.62445 -5.50794  -0.02
160 C -3.62693 0.53768 -5.26261  -1.15
161 H 0.02373 0.56866 -6.10502  0.32
162 H 0.54052 -0.25829 -4.51713  0.06
163 H 0.57371 1.48545 -4.69038  0.10
164 H -1.92002 0.87051 -6.43258  0.26
165 H -3.93349 0.21899 -4.26634  0.20
166 H -4.09501 -0.07317 -6.03454  0.45
167 H -4.17254 1.41488 -5.61037  0.40